Below is C2H5N in the gas phase at a distorted geometry, with properties calculated with wB97M-V/def2-TZVPD.

The relative energy (zero: lowest compared OMol25 entry of this formula, charge and spin) is 0.710 eV. The strongest force on any atom comes out at 4.72 eV Å⁻¹. As for the SMILES: [H]/N=C/C. For the HOMO-LUMO gap, the calculation gives 11.10 eV. Its HOMO energy is -10.0 eV. The total energy is -133.9074 hartree.

Atoms and positions in Å:
1 C 0.6222 0.2600 -0.0998
2 C -1.0343 -0.0282 -0.1117
3 N 1.4429 -0.7019 -0.0832
4 H 0.7007 1.2736 0.1413
5 H -1.3989 -0.8783 -0.6502
6 H -1.6512 0.8192 -0.3010
7 H -1.1129 -0.3909 0.9316
8 H 2.4315 -0.3534 0.1731

Atomic forces in eV per Å
C -3.923 -2.622 -0.141
C 3.276 -0.927 1.270
N 1.507 1.383 0.399
H 1.186 1.719 0.241
H 0.287 -0.421 -0.871
H -0.135 0.796 -0.029
H -0.387 0.623 -0.213
H -1.811 -0.551 -0.657

Results of the Löwdin charge analysis, in e, for atoms 1 through 6: number 1, C, carries -0.25; number 2, C, carries -0.06; number 3, N, carries 0.04; number 4, H, carries 0.06; number 5, H, carries 0.04; number 6, H, carries 0.03